one:
Below is a 2-piece molecular cluster, C4H4P2 overall, with properties calculated with wB97M-V/def2-TZVPD.

Calculated values
SMILES   P#C/C=C\C#P.[H][H]
Orbital gap   0.2660 Ha
Net charge   0
HOMO energy   -8.401 eV

Each line ends with the Löwdin charge.
Geometry (Å):
P -1.9308 0.4987 -2.2952  0.80
C -0.3936 0.6870 -1.9868  -0.62
C 0.9300 0.4934 -1.6556  -0.26
C 1.4026 0.4185 -0.3953  -0.24
C 0.5515 0.3284 0.7064  -0.62
P -0.2312 0.3493 2.0846  0.80
H 1.6719 0.3726 -2.3215  0.06
H 2.5138 0.2679 -0.3148  0.13
H -2.1157 -1.3910 2.9464  -0.08
H -2.3983 -2.0249 3.2316  0.02

two:
Below is a 2-piece molecular cluster, C4H4P2 overall, with properties calculated with wB97M-V/def2-TZVPD.

Calculated values
Orbital gap (alpha / beta)   0.2655 / 0.2655 Ha
Net charge   0
HOMO energy (alpha / beta)   -7.307 / -7.306 eV

Each line ends with the Löwdin charge.
Geometry (Å):
C 0.1975 0.1327 0.9317  -0.16
C -0.6681 0.9881 -0.1715  -0.12
C 0.6818 0.5631 -0.3845  -0.34
C -1.1493 -0.1531 0.6052  -0.03
P 1.2603 -1.4867 -1.6670  0.16
P 0.4640 -3.2359 -1.2504  0.05
H 0.9219 0.2187 1.7228  0.13
H -1.2105 1.9086 -0.2329  0.12
H 1.6286 1.1698 -0.6497  0.11
H -2.1262 -0.1053 1.0964  0.09

Most stable one: one, least stable one: two.

one:
Below is a 2-piece molecular cluster, C3H10N2O2S overall, with properties calculated with wB97M-V/def2-TZVPD.

Calculated values
SMILES   NC(=O)[C@@H](N)CS.O
Orbital gap   0.3580 Ha
Net charge   0
HOMO energy   -9.058 eV

Each line ends with the Löwdin charge.
Geometry (Å):
N 1.0015 0.5215 -2.0258  0.16
C 0.1482 0.7370 -0.9118  -0.49
O -0.8755 1.2807 -1.2112  0.06
C 0.7194 0.1229 0.3274  -0.33
N 0.2158 0.9408 1.5271  0.04
C 0.4017 -1.4133 0.4044  -0.63
S 0.8862 -2.2211 1.8623  0.72
H 1.8921 0.2190 -1.9880  0.04
H 0.7755 1.1921 -2.7214  0.09
H 1.9730 0.1436 0.4749  0.20
H 0.2526 1.8421 1.4934  -0.02
H -0.7171 0.5554 1.9458  0.14
H 0.7693 -1.6579 -0.5377  0.04
H -0.6483 -1.7218 0.1755  0.08
H 1.2986 -1.0598 2.5581  -0.08
O -2.8279 -0.1165 -0.2155  -0.07
H -2.7354 -0.1446 -1.1617  0.02
H -2.5297 0.7797 0.0042  0.02

two:
Below is a 2-piece molecular cluster, C3H10N2O2S overall, with properties calculated with wB97M-V/def2-TZVPD.

Calculated values
Orbital gap   0.2252 Ha
Net charge   0
HOMO energy   -9.514 eV

Each line ends with the Löwdin charge.
Geometry (Å):
N 1.5499 -2.7934 -0.5302  0.12
C 0.3584 -2.5348 0.2544  -0.74
O -0.8026 -2.7020 -0.5868  0.00
O 0.2696 -3.1119 1.3499  0.08
H 2.1022 -3.5587 -0.1610  0.10
H 1.9394 -1.8979 -0.4401  -0.05
H -1.2581 -3.4021 -0.0999  0.10
C -0.2356 2.2816 0.4378  -0.41
C -0.2652 1.2754 -0.7087  -0.61
S 1.2513 0.3291 -0.7598  0.80
N -1.3876 3.1408 0.4806  0.00
H -0.1223 1.7169 1.3668  0.11
H 0.7445 2.7861 0.3875  0.09
H -1.1487 0.6394 -0.6076  0.08
H -0.3906 1.7541 -1.6848  0.07
H 0.3680 -1.3115 0.3009  0.12
H -1.4778 3.6643 1.3350  0.07
H -1.4948 3.7245 -0.3341  0.07

Most stable one: one, least stable one: two.